A structure of composition C23H17Cl3IN2O5PS2Sn. Source: OMol25; level of theory: ωB97M-V with the def2-TZVPD basis set.

Cartesian coordinates (Å):
1 Sn -1.168 0.230 -0.709
2 I 1.886 1.138 -0.224
3 C 1.415 2.462 -1.770
4 C 2.297 3.493 -1.944
5 C 2.159 4.381 -3.026
6 C 1.167 4.176 -3.934
7 C 0.249 3.111 -3.781
8 C -0.727 2.890 -4.782
9 C -1.610 1.863 -4.680
10 C -1.610 1.055 -3.525
11 C -0.700 1.249 -2.517
12 C 0.317 2.248 -2.649
13 H 3.123 3.617 -1.259
14 H 2.861 5.195 -3.141
15 H 1.065 4.820 -4.799
16 H -0.743 3.552 -5.638
17 H -2.340 1.677 -5.455
18 H -2.372 0.295 -3.433
19 S -1.816 1.577 1.144
20 C -1.958 0.252 2.300
21 C -2.486 0.597 3.540
22 C -2.632 -0.337 4.551
23 C -3.156 0.074 5.823
24 N -3.559 0.421 6.840
25 C -2.261 -1.665 4.319
26 C -1.739 -2.018 3.085
27 C -1.570 -1.078 2.075
28 S -0.812 -1.714 0.608
29 C -2.385 -2.663 5.341
30 N -2.452 -3.477 6.149
31 H -2.790 1.620 3.722
32 H -1.452 -3.047 2.912
33 C 1.229 -1.393 5.561
34 O 2.033 -1.276 4.386
35 P 1.600 -0.183 3.263
36 O 2.219 1.165 3.919
37 C 1.554 2.405 3.679
38 O 2.819 -0.517 2.220
39 C 3.045 -1.854 1.771
40 H 1.892 -1.646 6.385
41 H 0.490 -2.184 5.437
42 H 0.722 -0.455 5.799
43 H 2.197 3.041 3.071
44 H 1.367 2.889 4.637
45 H 0.605 2.255 3.157
46 H 3.898 -1.817 1.096
47 H 2.174 -2.240 1.236
48 H 3.273 -2.505 2.613
49 Cl -5.551 -3.208 -1.025
50 C -4.956 -1.720 -1.750
51 Cl -4.350 -2.065 -3.379
52 Cl -6.264 -0.522 -1.856
53 C -3.864 -1.081 -0.834
54 O -3.938 -1.212 0.358
55 O -2.966 -0.433 -1.507

Force components x, y, z for each atom (eV/Å):
Sn -0.5 0.2 0.0
I 0.0 -0.1 0.1
C 0.0 0.0 0.0
C 0.0 0.0 0.0
C 0.0 0.0 0.0
C 0.0 0.0 0.0
C 0.0 0.0 0.0
C 0.0 0.0 0.0
C 0.0 0.0 0.0
C -0.1 0.0 0.1
C 0.2 -0.1 0.0
C 0.0 0.0 0.0
H 0.0 0.0 0.0
H 0.0 0.0 0.0
H 0.0 0.0 0.0
H 0.0 0.0 0.0
H 0.0 0.0 0.0
H 0.0 0.0 0.0
S 0.0 0.0 0.0
C 0.0 -0.1 0.0
C 0.0 0.0 0.0
C 0.0 0.0 0.0
C 0.0 0.0 0.0
N 0.0 0.0 0.0
C 0.0 0.0 0.0
C 0.0 0.0 0.0
C 0.0 0.0 0.0
S 0.3 0.0 0.0
C 0.0 0.0 0.0
N 0.0 0.0 0.0
H 0.0 0.0 0.0
H 0.0 0.0 0.0
C 0.0 0.0 0.0
O 0.0 0.0 0.0
P 0.1 -0.1 0.0
O 0.0 0.0 0.0
C 0.0 0.0 0.0
O 0.0 0.1 0.0
C 0.0 0.0 0.0
H 0.0 0.0 0.0
H 0.0 0.0 0.0
H 0.0 0.0 0.0
H 0.0 0.0 0.0
H 0.0 0.0 0.0
H 0.0 0.0 0.0
H 0.0 0.0 0.0
H 0.0 0.0 0.0
H 0.0 0.0 0.0
Cl 0.0 0.0 0.0
C 0.0 0.0 0.0
Cl 0.0 0.0 0.0
Cl 0.0 0.0 0.0
C 0.0 -0.2 0.0
O -0.1 0.1 0.0
O 0.1 0.1 -0.1

Calculated values
2S+1: 1
Lowest unoccupied orbital energy, Eh: -0.026
DFT total energy, hartree: -4402.75441
E_HOMO, eV: -8.83